{"formula": "C3H2O2", "method": "ωB97M-V with the def2-TZVPD basis set", "de_lowest_ev": 0.6794, "total_energy_ev": -7236.2229, "homo_lumo_gap_ha": 0.3639, "lumo_energy_ev": -0.247, "e_homo_ev": -10.1, "smiles": "O=C=CC=O", "species": ["C", "C", "C", "O", "O", "H", "H"], "coordinates": [[-0.496, -0.469, -0.049], [0.691, 0.556, -0.076], [-1.431, -0.852, 0.826], [-2.230, -1.287, 1.598], [1.448, 0.841, -1.017], [-0.283, -1.113, -0.972], [0.734, 1.297, 0.811]], "forces_ev_per_angstrom": [[2.289, -0.345, -1.935], [-0.367, 2.587, 0.032], [-0.852, -1.064, 1.746], [2.487, 1.724, -2.671], [-2.307, -2.065, 2.120], [-1.149, 0.562, 1.436], [-0.100, -1.400, -0.728]]}

---

{"formula": "C3H2O2", "method": "ωB97M-V with the def2-TZVPD basis set", "de_lowest_ev": 4.8163, "total_energy_ev": -7232.0860, "homo_lumo_gap_ha": [0.2553, 0.2551], "lumo_energy_ev": [-1.183, -1.186], "e_homo_ev": [-8.1, -8.1], "species": ["C", "C", "C", "O", "O", "H", "H"], "coordinates": [[0.150, 0.293, -0.123], [-0.602, -0.416, -1.096], [0.379, -0.632, 1.107], [1.459, 0.020, 0.390], [-1.527, -0.580, -1.799], [0.017, 1.347, -0.370], [0.124, -0.031, 1.891]], "forces_ev_per_angstrom": [[1.169, 0.352, -1.396], [-2.615, 0.060, -1.260], [0.479, -1.790, -2.378], [-1.727, -0.405, -0.601], [3.332, -0.100, 2.368], [-0.052, 0.233, 0.607], [-0.586, 1.651, 2.659]]}

---

{"formula": "C3H2O2", "method": "ωB97M-V with the def2-TZVPD basis set", "de_lowest_ev": 0.3123, "total_energy_ev": -7236.5901, "homo_lumo_gap_ha": 0.4271, "lumo_energy_ev": 0.649, "e_homo_ev": -11.0, "smiles": "O=C=O.C#C", "species": ["C", "C", "C", "O", "O", "H", "H"], "coordinates": [[-1.637, 0.514, -0.453], [-1.457, -0.319, 0.387], [2.017, -0.107, 0.033], [2.213, 1.009, 0.209], [1.839, -1.233, -0.053], [-1.795, 0.937, -1.354], [-1.180, -0.802, 1.232]], "forces_ev_per_angstrom": [[0.265, -1.730, 1.368], [-0.201, 1.654, -1.152], [0.075, 0.273, 0.590], [0.210, 1.465, -0.128], [-0.312, -1.736, -0.464], [-0.484, 1.564, -2.155], [0.447, -1.491, 1.941]]}

---

{"formula": "C3H2O2", "method": "ωB97M-V with the def2-TZVPD basis set", "de_lowest_ev": 5.2300, "total_energy_ev": -7231.6724, "homo_lumo_gap_ha": [0.2252, 0.2299], "lumo_energy_ev": [-1.201, -1.159], "e_homo_ev": [-7.3, -7.4], "species": ["C", "C", "C", "O", "O", "H", "H"], "coordinates": [[-0.112, 0.076, -0.232], [-1.366, 0.178, -0.039], [0.917, -0.623, 0.714], [0.641, -1.149, -0.494], [-2.411, 0.658, 0.071], [0.390, 0.936, -0.726], [1.940, -0.076, 0.706]], "forces_ev_per_angstrom": [[5.656, 0.209, -2.372], [-5.656, 2.779, 0.694], [1.801, -0.692, 3.309], [-0.490, -0.239, -1.299], [0.990, -1.524, 0.088], [-1.102, -0.351, 0.022], [-1.199, -0.183, -0.442]]}

---

{"formula": "C3H2O2", "method": "ωB97M-V with the def2-TZVPD basis set", "de_lowest_ev": 0.9149, "total_energy_ev": -7235.9875, "homo_lumo_gap_ha": 0.3995, "lumo_energy_ev": -0.108, "e_homo_ev": -11.0, "smiles": "C#CC(=O)O", "species": ["C", "C", "C", "H", "H", "O", "O"], "coordinates": [[-0.168, -0.076, -0.456], [-0.002, 0.630, 0.755], [0.266, 0.962, 1.926], [0.708, -1.475, -1.460], [0.316, 1.453, 2.905], [1.010, -0.810, -0.799], [-1.210, -0.325, -1.051]], "forces_ev_per_angstrom": [[-0.329, -3.874, -2.376], [1.422, 1.665, 4.924], [-1.280, -0.170, -3.379], [0.163, 0.713, 0.431], [0.099, -0.661, -0.899], [-1.769, 1.077, 0.223], [1.694, 1.251, 1.076]]}

---

{"formula": "C3H2O2P", "method": "ωB97M-V with the def2-TZVPD basis set", "de_lowest_ev": 1.7228, "total_energy_ev": -16524.1752, "homo_lumo_gap_ha": 0.2501, "lumo_energy_ev": 3.980, "e_homo_ev": -2.8, "total_charge": -1, "smiles": "O=C=[PH2]C#C[O-]", "species": ["C", "C", "C", "O", "O", "P", "H", "H"], "coordinates": [[-1.415, -1.796, 0.194], [0.112, -0.819, 1.639], [0.854, -1.043, 2.640], [-1.546, -2.902, 0.555], [1.348, -1.129, 3.707], [0.104, -0.797, -0.114], [1.196, 0.123, -0.413], [-0.781, 0.239, -0.420]], "forces_ev_per_angstrom": [[-3.222, -4.330, 1.816], [0.886, 0.099, -0.665], [-1.854, 0.802, -1.667], [-0.332, 0.835, -0.975], [1.343, -0.502, 1.711], [2.452, 3.085, 0.175], [0.829, -0.303, 0.037], [-0.102, 0.313, -0.433]]}

---

{"formula": "C3H2O2S", "method": "ωB97M-V with the def2-TZVPD basis set", "de_lowest_ev": 4.6794, "total_energy_ev": -18068.1978, "homo_lumo_gap_ha": [0.2835, 0.2836], "lumo_energy_ev": [-1.266, -1.265], "e_homo_ev": [-9.0, -9.0], "smiles": "O=S(=O)=c1cc1", "species": ["C", "C", "C", "O", "O", "S", "H", "H"], "coordinates": [[-0.757, 1.148, -0.065], [-0.786, 0.395, -1.120], [0.352, 0.236, -0.196], [1.454, -2.113, 0.081], [1.444, -0.591, 1.980], [0.751, -1.086, 0.875], [-1.195, 1.981, 0.477], [-1.263, 0.029, -2.034]], "forces_ev_per_angstrom": [[0.537, 1.192, 0.569], [1.044, -1.186, -0.585], [-3.196, 1.421, -1.431], [-1.143, 0.781, 0.861], [1.453, 1.286, 3.311], [0.906, -3.392, -3.244], [0.110, -0.391, -0.006], [0.289, 0.290, 0.525]]}

---

{"formula": "C3H2O2S3", "method": "ωB97M-V with the def2-TZVPD basis set", "de_lowest_ev": 1.4570, "total_energy_ev": -39741.8692, "homo_lumo_gap_ha": 0.3069, "lumo_energy_ev": -0.414, "e_homo_ev": -8.8, "species": ["C", "C", "C", "H", "H", "O", "O", "S", "S", "S"], "coordinates": [[1.300, -0.218, -0.195], [-0.335, 1.269, 0.275], [-1.113, -1.390, -0.278], [0.039, 1.432, 1.430], [-0.670, 2.229, 0.048], [0.825, 0.993, -0.431], [-1.814, -2.342, -0.682], [2.885, -0.615, -0.464], [-1.746, 0.296, -0.238], [0.629, -1.653, 0.534]], "forces_ev_per_angstrom": [[3.560, -1.317, -0.228], [0.564, 0.107, 3.621], [-1.809, -3.341, 0.348], [-1.531, -1.238, -2.350], [-0.281, 1.738, -0.767], [0.151, -0.818, -0.463], [2.753, 3.705, 1.358], [-0.267, 1.066, -0.244], [0.116, -1.019, 0.000], [-3.257, 1.117, -1.275]]}

---

{"formula": "C3H2O3", "method": "ωB97M-V with the def2-TZVPD basis set", "de_lowest_ev": 8.0357, "total_energy_ev": -9277.4907, "homo_lumo_gap_ha": 0.4046, "lumo_energy_ev": 0.861, "e_homo_ev": -10.1, "smiles": "O1[C@@H]2[C@H]1C21OO1", "species": ["C", "C", "C", "O", "O", "O", "H", "H"], "coordinates": [[0.427, 0.884, 0.061], [0.084, -0.355, 0.838], [-0.577, -0.179, -0.517], [-0.170, 0.979, 1.329], [-1.494, -0.549, -1.413], [-0.202, -1.140, -1.649], [1.288, 1.392, -0.076], [0.644, -1.032, 1.428]], "forces_ev_per_angstrom": [[-3.972, -3.116, 0.252], [-1.218, 1.900, -1.355], [3.794, -1.337, -0.752], [-0.510, -0.332, 0.331], [-1.973, 1.046, 0.744], [0.960, 1.248, 1.761], [2.610, 1.279, -1.123], [0.309, -0.689, 0.141]]}

---

{"formula": "C3H2O3", "method": "ωB97M-V with the def2-TZVPD basis set", "de_lowest_ev": 1.6394, "total_energy_ev": -9283.8870, "homo_lumo_gap_ha": 0.3579, "lumo_energy_ev": -0.020, "e_homo_ev": -9.8, "smiles": "O=C=COC=O", "species": ["O", "C", "C", "O", "C", "O", "H", "H"], "coordinates": [[-1.662, -0.376, 1.891], [-0.684, -0.092, 1.271], [0.245, 0.421, -1.466], [-0.227, 1.150, -2.243], [0.751, -0.380, -0.541], [-0.132, -0.954, 0.371], [-0.131, 0.862, 1.334], [1.785, -0.693, -0.550]], "forces_ev_per_angstrom": [[0.573, 0.115, -0.215], [-0.485, -0.059, 0.337], [-0.279, 0.528, -0.498], [0.471, -0.638, 0.597], [0.082, 0.097, -0.232], [-0.130, -0.046, 0.034], [-0.084, -0.089, -0.024], [-0.149, 0.092, 0.001]]}

---

{"formula": "C3H2O3", "method": "ωB97M-V with the def2-TZVPD basis set", "de_lowest_ev": 2.1130, "total_energy_ev": -9283.4134, "homo_lumo_gap_ha": 0.3239, "lumo_energy_ev": 0.134, "e_homo_ev": -8.7, "species": ["O", "C", "C", "O", "C", "O", "H", "H"], "coordinates": [[-2.339, 0.627, 0.951], [-1.242, 0.386, 1.086], [0.120, 0.346, -1.066], [-0.594, 1.056, -1.674], [0.943, -0.494, -0.459], [1.331, -0.403, 0.852], [0.518, -0.158, 1.339], [1.263, -1.359, -1.029]], "forces_ev_per_angstrom": [[1.139, -0.266, 0.139], [-2.030, 0.413, 0.292], [-0.067, 0.392, -0.787], [0.610, -0.525, 0.510], [-0.197, -0.088, -0.366], [-0.055, 0.149, 0.161], [0.619, -0.146, 0.034], [-0.019, 0.071, 0.016]]}

---

{"formula": "C3H2O3Tb", "method": "ωB97M-V with the def2-TZVPD basis set", "de_lowest_ev": 1.3047, "total_energy_ev": -31699.8506, "s_squared": 15.77, "homo_lumo_gap_ha": [0.2871, 0.2840], "lumo_energy_ev": [-10.382, -10.363], "e_homo_ev": [-18.2, -18.1], "total_charge": 2, "multiplicity": 8, "species": ["O", "C", "O", "O", "C", "C", "H", "H", "Tb"], "coordinates": [[-2.728, -1.275, -0.025], [-1.808, -1.493, 0.635], [-1.091, -2.002, 1.439], [0.657, 0.104, 0.628], [0.897, 1.209, 0.010], [0.959, 1.568, -1.271], [1.326, 2.553, -1.561], [0.720, 0.847, -2.065], [1.069, -1.510, 2.210]], "forces_ev_per_angstrom": [[2.167, 0.629, 0.563], [-3.450, -1.581, -0.362], [0.774, 0.864, -0.418], [1.239, 4.773, 0.102], [-1.846, -6.610, -3.249], [1.131, 2.291, 2.344], [-0.233, -0.176, -0.070], [-0.179, -0.017, 0.653], [0.398, -0.172, 0.438]]}